This record from OMol25 describes 2 unconnected molecules or ions with the total composition C4H14N3S. The level of theory is ωB97M-V/def2-TZVPD.

Last columns: bonded neighbours and bond lengths (Å).
Element x y z (Å)
1 C -3.219 -0.133 -0.287  N3 1.565, H11 1.180, H12 1.050, H13 1.054
2 C -1.549 -1.775 -1.099  N3 1.318, N4 1.368, N5 1.373
3 N -2.388 -0.813 -1.425  C1 1.565, C2 1.318, H6 1.038
4 N -1.069 -2.151 0.126  C2 1.368, H7 1.062, H8 1.107
5 N -0.970 -2.495 -2.114  C2 1.373, H9 0.995, H10 1.007
6 H -2.738 -0.314 -2.265  N3 1.038
7 H -1.198 -1.354 0.816  N4 1.062
8 H -0.050 -2.574 0.219  N4 1.107
9 H -1.501 -2.703 -2.930  N5 0.995
10 H -0.349 -3.259 -1.903  N5 1.007
11 H -2.983 1.023 -0.260  C1 1.180
12 H -2.985 -0.477 0.677  C1 1.050
13 H -4.185 -0.476 -0.534  C1 1.054
14 C 2.014 0.327 1.691  S16 1.885, H17 1.079, H18 1.101, H19 1.018
15 C 3.051 3.032 1.377  S16 1.875, H20 1.126, H21 1.121, H22 1.123
16 S 1.825 1.848 0.595  C14 1.885, C15 1.875
17 H 1.674 -0.601 1.258  C14 1.079
18 H 3.030 0.083 2.037  C14 1.101
19 H 1.438 0.468 2.518  C14 1.018
20 H 4.160 2.845 1.336  C15 1.126
21 H 2.734 3.240 2.432  C15 1.121
22 H 2.956 4.032 0.876  C15 1.123

molecular weight: 136.2 g/mol
energy above the lowest of the compared OMol25 structures with the same formula, charge and spin: 238.9 kJ/mol
E: -19673.1669 eV
E_HOMO: -11.199 eV
E_LUMO: -0.121 Eh
total charge: +1

This record from OMol25 describes 10 unconnected molecules or ions with the total composition C5H28N3O9. The level of theory is ωB97M-V/def2-TZVPD.

Last columns: bonded neighbours and bond lengths (Å).
Element x y z (Å)
1 C 0.135 1.315 1.528  C2 1.587, N8 1.524, H9 1.102, H10 1.087
2 C 1.370 0.862 0.640  C1 1.587, C3 1.516, H11 1.096, H12 1.079
3 C 1.031 -0.217 -0.369  C2 1.516, C4 1.408, N7 1.359
4 C 1.029 -0.159 -1.776  C3 1.408, N5 1.379, H13 1.060
5 N 0.523 -1.381 -2.166  C4 1.379, C6 1.354, H14 1.010
6 C 0.275 -2.101 -1.047  N5 1.354, N7 1.331, H15 1.073
7 N 0.592 -1.431 0.057  C3 1.359, C6 1.331
8 N -0.688 0.067 1.825  C1 1.524, H16 1.054, H17 1.012, H18 1.025
9 H -0.512 1.997 0.952  C1 1.102
10 H 0.602 1.867 2.339  C1 1.087
11 H 1.804 1.728 0.128  C2 1.096
12 H 2.115 0.535 1.349  C2 1.079
13 H 1.424 0.609 -2.389  C4 1.060
14 H 0.208 -1.574 -3.106  N5 1.010
15 H 0.177 -3.166 -0.959  C6 1.073
16 H -1.367 0.090 2.631  N8 1.054
17 H -1.272 -0.024 1.004  N8 1.012
18 H -0.016 -0.676 2.039  N8 1.025
19 H 4.063 -1.494 0.869  O21 0.960
20 H 3.550 -1.871 2.343  O21 0.962
21 O 3.793 -1.170 1.732  H19 0.960, H20 0.962
22 H -1.515 -2.134 3.891  O24 0.965
23 H -2.935 -1.530 3.764  O24 0.973
24 O -2.019 -1.437 3.453  H22 0.965, H23 0.973
25 H -0.594 1.521 -3.605  O27 0.985
26 H -0.989 2.946 -4.142  O27 0.963
27 O -0.479 2.489 -3.465  H25 0.985, H26 0.963
28 H 1.100 -1.971 4.400  O30 0.969
29 H 1.815 -0.844 3.709  O30 0.966
30 O 0.936 -1.237 3.789  H28 0.969, H29 0.966
31 H -3.509 0.055 -0.071  O33 0.961
32 H -2.367 0.818 -0.856  O33 0.987
33 O -2.800 -0.057 -0.710  H31 0.961, H32 0.987
34 H -1.912 -0.119 -4.896  O36 0.961
35 H -1.665 -0.217 -3.289  O36 0.967
36 O -1.303 -0.006 -4.160  H34 0.961, H35 0.967
37 H 0.687 -3.620 1.141  O39 0.957
38 H 0.317 -2.578 2.189  O39 0.954
39 O 0.720 -3.436 2.080  H37 0.957, H38 0.954
40 H -1.244 2.794 -0.627  O42 0.959
41 H -1.677 2.456 -2.139  O42 0.976
42 O -1.873 2.340 -1.190  H40 0.959, H41 0.976
43 H 0.088 4.272 -1.912  O45 0.968
44 H 0.909 5.016 -0.896  O45 0.965
45 O 0.113 4.475 -0.966  H43 0.968, H44 0.965

molecular weight: 274.3 g/mol
energy above the lowest of the compared OMol25 structures with the same formula, charge and spin: 36.9 kJ/mol
E: -28532.1018 eV
E_HOMO: -11.786 eV
E_LUMO: -0.088 Eh
total charge: +1

This record from OMol25 describes a single CH3PS molecule. The level of theory is ωB97M-V/def2-TZVPD.

Last columns: bonded neighbours and bond lengths (Å).
Element x y z (Å)
1 C 0.314 0.442 -0.385  P2 1.805, S3 1.866, H4 1.174, H5 1.049
2 P -0.693 -1.023 -0.072  C1 1.805, S3 2.352, H6 1.490
3 S 1.316 -0.370 0.963  C1 1.866, P2 2.352
4 H 0.671 0.171 -1.470  C1 1.174
5 H -0.026 1.389 -0.085  C1 1.049
6 H -1.583 -0.609 1.049  P2 1.490

molecular weight: 78.1 g/mol
SMILES string: C1PS1
energy above the lowest of the compared OMol25 structures with the same formula, charge and spin: 65.5 kJ/mol
E: -21208.2646 eV
E_HOMO: -8.965 eV
E_LUMO: -0.012 Eh
total charge: 0

This record from OMol25 describes 7 unconnected molecules or ions with the total composition C20H44N3O13. The level of theory is ωB97M-V/def2-TZVPD.

Last columns: bonded neighbours and bond lengths (Å).
Element x y z (Å)
1 C -1.571 -0.564 0.302  C2 1.488, H5 1.090, H6 1.090, H7 1.090
2 C -0.618 0.368 0.964  C1 1.488, C3 1.557, O4 1.398, H8 1.090
3 C 0.712 -0.384 0.665  C2 1.557, H9 1.090, H10 1.090, H11 1.090
4 O -0.595 1.697 0.530  C2 1.398
5 H -2.507 -0.018 0.420  C1 1.090
6 H -1.599 -1.453 0.932  C1 1.090
7 H -1.323 -0.716 -0.748  C1 1.090
8 H -0.814 0.251 2.030  C2 1.090
9 H 0.787 -1.434 0.949  C3 1.090
10 H 1.478 0.064 1.297  C3 1.090
11 H 1.054 -0.181 -0.350  C3 1.090
12 C -4.750 0.086 -2.130  O13 1.410, H18 1.090, H19 1.090, H20 1.090
13 O -4.277 -1.114 -1.558  C12 1.410, C14 1.345
14 C -4.681 -2.271 -2.113  O13 1.345, O15 1.227, O16 1.279
15 O -5.723 -2.522 -2.711  C14 1.227
16 O -3.718 -3.071 -1.853  C14 1.279, C17 1.407
17 C -3.762 -4.462 -2.064  O16 1.407, H21 1.090, H22 1.090, H23 1.090
18 H -5.830 0.231 -2.108  C12 1.090
19 H -4.248 0.328 -3.067  C12 1.090
20 H -4.490 0.955 -1.526  C12 1.090
21 H -2.960 -5.105 -1.702  C17 1.090
22 H -3.630 -4.610 -3.136  C17 1.090
23 H -4.623 -5.020 -1.696  C17 1.090
24 C 4.488 3.849 4.572  O25 1.421, H30 1.090, H31 1.090, H32 1.090
25 O 3.982 2.588 4.154  C24 1.421, C26 1.411
26 C 4.459 1.997 2.965  O25 1.411, O27 1.241, O28 1.302
27 O 5.447 2.346 2.300  C26 1.241
28 O 3.678 1.025 2.593  C26 1.302, C29 1.388
29 C 4.024 0.180 1.548  O28 1.388, H33 1.090, H34 1.090, H35 1.090
30 H 4.490 4.625 3.806  C24 1.090
31 H 5.545 3.732 4.813  C24 1.090
32 H 3.964 4.171 5.472  C24 1.090
33 H 3.390 -0.703 1.634  C29 1.090
34 H 5.072 -0.113 1.493  C29 1.090
35 H 3.748 0.541 0.558  C29 1.090
36 C 0.204 -3.145 -2.345  O37 1.459, H42 1.090, H43 1.090, H44 1.090
37 O -0.724 -2.875 -3.438  C36 1.459, C38 1.345
38 C -0.701 -1.600 -3.867  O37 1.345, O39 1.246, O40 1.290
39 O 0.097 -0.685 -3.590  C38 1.246
40 O -1.511 -1.640 -4.870  C38 1.290, C41 1.464
41 C -1.386 -0.707 -5.991  O40 1.464, H45 1.090, H46 1.090, H47 1.090
42 H 0.173 -2.420 -1.533  C36 1.090
43 H 1.242 -3.050 -2.665  C36 1.090
44 H 0.018 -4.141 -1.941  C36 1.090
45 H -2.233 -0.218 -6.473  C41 1.090
46 H -0.945 -1.263 -6.818  C41 1.090
47 H -0.662 0.104 -5.910  C41 1.090
48 C 5.029 -4.205 -1.106  C49 1.451, H53 1.090, H54 1.090, H55 1.090
49 C 4.374 -2.914 -1.211  C48 1.451, O50 1.184, N51 1.319
50 O 3.804 -2.563 -0.234  C49 1.184
51 N 4.524 -2.276 -2.355  C49 1.319, C52 1.442, H56 1.010
52 C 3.856 -1.030 -2.635  N51 1.442, H57 1.090, H58 1.090, H59 1.090
53 H 5.823 -4.109 -0.366  C48 1.090
54 H 5.575 -4.549 -1.984  C48 1.090
55 H 4.369 -4.990 -0.737  C48 1.090
56 H 5.124 -2.721 -3.035  N51 1.010
57 H 3.831 -0.693 -3.672  C52 1.090
58 H 4.425 -0.249 -2.131  C52 1.090
59 H 2.846 -1.060 -2.226  C52 1.090
60 C -3.019 3.052 3.409  C61 1.532, H65 1.090, H66 1.090, H67 1.090
61 C -4.305 2.224 3.492  C60 1.532, O62 1.202, N63 1.291
62 O -5.300 2.589 4.060  C61 1.202
63 N -4.197 1.220 2.688  C61 1.291, C64 1.416, H68 1.010
64 C -5.288 0.405 2.300  N63 1.416, H69 1.090, H70 1.090, H71 1.090
65 H -2.478 3.076 2.463  C60 1.090
66 H -2.282 2.907 4.200  C60 1.090
67 H -3.427 4.062 3.372  C60 1.090
68 H -3.389 1.210 2.083  N63 1.010
69 H -6.108 1.120 2.235  C64 1.090
70 H -5.576 -0.402 2.974  C64 1.090
71 H -5.214 -0.071 1.322  C64 1.090
72 O 2.578 5.130 2.317  C73 1.266
73 C 1.603 4.339 2.154  O72 1.266, N74 1.357, C75 1.613
74 N 1.733 3.231 1.381  C73 1.357, H76 1.010, H77 1.010
75 C 0.126 4.437 2.793  C73 1.613, H78 1.090, H79 1.090, H80 1.090
76 H 0.928 2.627 1.295  N74 1.010
77 H 2.565 3.182 0.810  N74 1.010
78 H 0.017 5.295 3.456  C75 1.090
79 H -0.256 3.506 3.213  C75 1.090
80 H -0.461 4.570 1.885  C75 1.090

molecular weight: 534.6 g/mol
E: -52540.0524 eV
E_HOMO: -3.819 eV
E_LUMO: 0.079 Eh
total charge: -1